Record 1
DFT (ωB97M-V/def2-TZVPD) results for a structure of composition C23H22BF4I3N6O2Pt in a non-equilibrium geometry.

**Energy above the lowest of the compared OMol25 structures with the same formula, charge and spin**: 36.21 kcal/mol
**Net charge**: +2
**LUMO (spin up / spin down)**: -10.0 / -10.0 eV
**2S+1**: 1

Each line ends with the natural charge from an NBO analysis.
CARTESIAN COORDINATES (ANGSTROEM)
Pt -0.41552 0.38117 0.76678  1.1362
I 1.34813 1.24828 -4.28214  0.4908
C -0.42305 1.95613 -3.48642  -0.0824
C -1.33484 2.65125 -4.24050  -0.3565
C -2.53612 3.09490 -3.68054  0.0694
I -3.81568 4.16937 -4.91161  0.4932
C -2.88338 2.80213 -2.31420  -0.2116
C -4.07733 3.20398 -1.69459  -0.0731
C -4.32960 2.82690 -0.39643  -0.1968
C -3.39515 2.03236 0.26652  0.1093
N -2.24631 1.67847 -0.28756  -0.4314
C -1.97680 2.05938 -1.53511  0.2088
C -0.66914 1.66020 -2.07905  0.4117
O 0.16990 1.10096 -1.38514  -0.4132
H -1.11617 2.86064 -5.27865  0.2772
H -4.78957 3.80084 -2.24863  0.2550
H -5.23721 3.13485 0.10325  0.2644
H -3.59134 1.67135 1.26916  0.2304
N 1.39917 -1.60477 4.27874  -0.7501
C 0.40271 -1.23710 3.49101  0.6890
O 0.27747 -0.09417 3.04233  -0.6958
C -0.64449 -2.30796 3.23154  -0.6069
I -2.30916 -1.44340 2.21172  0.1958
H 2.19914 -0.99067 4.33939  0.4456
H 1.51458 -2.55745 4.57786  0.4123
H -1.02350 -2.73140 4.15796  0.2648
H -0.24224 -3.09228 2.59549  0.2692
N -0.65573 7.13972 3.76937  -0.1801
C -0.53917 6.05439 3.41428  0.2160
C -0.43915 4.71028 2.92957  -0.0618
C -1.36678 3.74870 3.33424  -0.1899
C -1.29844 2.49051 2.77471  0.0476
N -0.38428 2.18365 1.85592  -0.4117
C 0.55318 3.06627 1.51340  0.0648
C 0.56302 4.34701 2.03286  -0.1948
H -2.11507 3.97838 4.07860  0.2611
H -1.97713 1.70570 3.08108  0.2377
H 1.31405 2.73029 0.81958  0.2538
H 1.33441 5.04804 1.74981  0.2639
F 2.08797 -1.87984 1.39282  -0.5878
B 2.89792 -0.71664 1.25508  1.3586
F 2.00098 0.34516 0.76198  -0.6083
F 3.39522 -0.31735 2.47599  -0.5529
F 3.86539 -0.93065 0.30605  -0.5474
N -0.20662 -1.37310 -0.42112  -0.5570
C 0.45636 -2.00317 -1.13392  0.6664
N 1.08656 -2.73543 -1.99288  -0.4596
C 2.54990 -2.73129 -2.09205  -0.2138
C 3.08489 -3.95984 -1.34942  -0.4134
C 2.49572 -5.22578 -1.96973  -0.4081
C 0.96502 -5.18569 -1.96368  -0.4102
C 0.43863 -3.89753 -2.61234  -0.2001
H 2.96165 -1.81955 -1.67121  0.2535
H 2.81101 -2.79784 -3.15110  0.2011
H 2.79363 -3.86956 -0.30065  0.2230
H 4.17324 -3.95004 -1.39936  0.2382
H 2.82577 -6.09177 -1.39326  0.2330
H 2.87268 -5.35888 -2.98724  0.2064
H 0.59964 -5.23220 -0.93450  0.2052
H 0.55340 -6.03406 -2.51116  0.2336
H -0.64155 -3.81934 -2.49763  0.2182
H 0.68917 -3.89252 -3.67528  0.2098

Atoms 1-3, force components in eV/Å:
Pt 0.12 -0.29 1.13
I -0.65 0.33 0.25
C 0.87 -0.14 -1.45


Record 2
DFT (ωB97M-V/def2-TZVPD) results for a structure of composition C15H37N8O3PPt in a non-equilibrium geometry.

**Expectation value of S²**: 2.0090
**Energy above the lowest of the compared OMol25 structures with the same formula, charge and spin**: 37.70 kcal/mol
**Net charge**: +2
**LUMO (spin up / spin down)**: -5.4 / -5.7 eV
**2S+1**: 3

Each line ends with the natural charge from an NBO analysis.
CARTESIAN COORDINATES (ANGSTROEM)
Pt 0.95397 1.20675 0.76857  0.9411
C 1.69447 1.38038 -1.95053  -0.3717
N 2.70037 0.38251 -1.66898  -0.3972
C 3.60213 -0.02236 -2.77344  -0.2092
C 4.57637 -0.92827 -2.12593  -0.2173
N 3.81266 -1.38721 -0.99478  -0.4093
C 4.27906 -2.58772 -0.28848  -0.4058
C 2.83520 -0.48982 -0.63743  0.6626
N 2.17462 -0.33177 0.51422  -0.6488
C 2.40385 -1.13771 1.72748  -0.2312
C 1.16850 -1.08841 2.64436  -0.2262
N 0.73930 0.32412 2.70181  -0.7046
C -0.06219 0.74307 3.68187  0.6762
N -0.95509 0.03726 4.42939  -0.4113
C -1.27537 -1.37559 4.44787  -0.4087
C -1.51195 0.94398 5.48785  -0.2109
C -1.11803 2.29201 4.99072  -0.2228
N -0.07677 2.06158 4.08636  -0.3874
C 0.51700 3.21589 3.51351  -0.3961
H 0.86337 0.91951 -2.43773  0.2300
H 2.16777 2.22599 -2.48516  0.2345
H 1.40512 1.85893 -0.88835  0.1414
H 4.04387 0.81766 -3.26605  0.2299
H 2.98767 -0.57241 -3.50941  0.1883
H 5.45530 -0.42115 -1.70200  0.2016
H 4.95500 -1.70169 -2.78271  0.2267
H 4.93684 -3.08191 -1.01543  0.2276
H 3.45590 -3.27407 -0.07629  0.2098
H 4.82200 -2.29521 0.61177  0.2150
H 3.35294 -0.84954 2.26675  0.2101
H 2.56445 -2.19509 1.48696  0.1981
H 1.44956 -1.55553 3.63849  0.2176
H 0.42030 -1.72220 2.14217  0.1711
H -2.27888 -1.55620 4.91574  0.2329
H -0.43245 -1.91865 4.94849  0.2118
H -1.36696 -1.64349 3.37078  0.2052
H -1.08357 0.65030 6.49944  0.2014
H -2.53395 0.69060 5.62937  0.2168
H -0.77964 2.99867 5.76256  0.2241
H -1.97212 2.82261 4.47118  0.1875
H -0.20838 3.87800 3.00745  0.2164
H 1.26362 2.83522 2.79684  0.2186
H 0.97184 3.79982 4.34195  0.2094
N -4.39244 0.38466 -5.47357  -0.7082
C -3.04327 -0.32910 -5.58734  -0.6120
P -2.40407 -0.16062 -3.83869  2.0925
O -3.70589 0.14512 -3.03323  -1.1573
O -1.15572 0.66474 -3.79048  -1.0761
C -1.84956 -1.80574 -3.18115  -0.6182
N -2.99868 -2.29473 -2.31377  -0.6935
H -4.21075 1.36646 -5.66424  0.4437
H -4.67999 0.31189 -4.45534  0.4850
H -5.15317 0.03545 -6.08357  0.4438
H -2.41926 0.11155 -6.39852  0.2819
H -3.33185 -1.38498 -5.90524  0.2432
H -0.92129 -1.79349 -2.54243  0.2688
H -1.65340 -2.59097 -3.94703  0.2474
H -2.63762 -2.68371 -1.40828  0.4440
H -3.38410 -3.04924 -2.83715  0.4316
H -3.68674 -1.54079 -2.15758  0.4848
C -1.92890 2.07849 0.41023  -0.2541
O -0.60808 2.34418 1.00218  -0.7317
H -2.05050 2.90802 -0.27162  0.1963
H -2.61660 2.19183 1.25854  0.1782
H -2.08576 1.14213 -0.06302  0.1626

Atoms 1-3, force components in eV/Å:
Pt -0.93 0.45 0.12
C 1.05 0.90 1.78
N 1.21 -0.15 -0.55


Record 3
DFT (ωB97M-V/def2-TZVPD) results for a structure of composition C7H20F6N11O9S2Zn in a non-equilibrium geometry.

**Energy above the lowest of the compared OMol25 structures with the same formula, charge and spin**: 91.19 kcal/mol
**Net charge**: +1
**LUMO**: -2.4 eV
**2S+1**: 1

Each line ends with the natural charge from an NBO analysis.
CARTESIAN COORDINATES (ANGSTROEM)
Zn 0.17207 -0.10240 -0.07139  1.7548
C -0.79962 0.95000 4.05337  0.7874
F -1.88057 0.35538 3.58474  -0.3068
F -1.25119 1.87515 4.94259  -0.3019
F -0.00257 0.08917 4.67359  -0.3026
S 0.13157 1.87051 2.59887  2.1128
O -0.01837 3.31679 2.80385  -0.8666
O 1.49249 1.44561 2.70590  -0.9250
N -0.59758 1.22234 1.11016  -1.2792
S -1.92384 2.13179 0.97435  2.1161
O -2.97281 1.52479 0.18673  -0.9662
O -2.54323 2.64153 2.21762  -0.9091
C -1.29895 3.78796 0.01509  0.8050
F -0.12497 3.53495 -0.46180  -0.3203
F -2.13308 4.10155 -0.91701  -0.3034
F -1.17563 4.72796 0.87559  -0.2796
C 2.97920 1.43161 -0.76232  0.7799
O 2.01250 0.75025 -0.43849  -0.7743
N 3.70889 1.99290 0.08418  -0.7721
N 3.23560 1.70216 -2.02273  -0.8086
H 4.44356 2.62368 -0.20300  0.3959
H 3.74670 1.46296 0.94316  0.4279
H 2.59345 1.58829 -2.79396  0.4109
H 3.97888 2.35948 -2.21130  0.3802
C 1.23878 -2.14563 2.18116  0.7817
O 1.04595 -1.22631 1.38598  -0.7702
N 0.24624 -2.69040 2.76684  -0.7932
N 2.41343 -2.69582 2.41520  -0.8085
H 0.40198 -3.42457 3.44274  0.3933
H -0.69891 -2.40937 2.54821  0.4298
H 2.46614 -3.12466 3.32812  0.3881
H 3.25191 -2.22328 2.10899  0.4156
C -1.32418 1.49308 -2.49782  0.8046
O -0.56463 0.84066 -1.79326  -0.7590
N -2.57736 1.20721 -2.81695  -0.8265
N -0.97757 2.58492 -3.16797  -0.8094
H -3.31084 1.76057 -3.23637  0.4178
H -2.75292 0.25773 -2.52070  0.4054
H -1.73278 2.89323 -3.76354  0.3883
H -0.11653 3.10832 -3.09901  0.4125
C -2.42396 -1.92399 -0.33936  0.7975
O -1.48573 -1.27494 0.10845  -0.7691
N -3.66948 -1.51910 -0.43740  -0.8117
N -2.30078 -3.22076 -0.60041  -0.8146
H -3.98081 -0.63944 -0.05091  0.4512
H -4.32378 -2.20729 -0.78149  0.3877
H -1.44661 -3.73427 -0.43666  0.4058
H -3.15596 -3.72482 -0.78668  0.3874
C 1.49984 -2.48150 -1.77876  0.7661
O 0.81874 -1.52636 -1.41805  -0.7619
N 1.62668 -3.52909 -1.12129  -0.7776
N 2.09965 -2.59440 -2.88316  -0.7833
H 1.03430 -3.65446 -0.31292  0.4129
H 2.20397 -4.20399 -1.60229  0.3879
H 2.10623 -1.91940 -3.63444  0.4167
H 2.61673 -3.43605 -3.09379  0.3792

Atoms 1-3, force components in eV/Å:
Zn 0.71 -0.54 -0.92
C -1.02 1.91 0.20
F 0.21 -0.89 -0.14


Record 4
DFT (ωB97M-V/def2-TZVPD) results for a cluster of 2 separate species, C4H14N4 in total in a non-equilibrium geometry.

**Energy above the lowest of the compared OMol25 structures with the same formula, charge and spin**: 168.06 kcal/mol
**Net charge**: +2
**LUMO (spin up / spin down)**: -10.8 / -10.8 eV
**2S+1**: 1

Each line ends with the natural charge from an NBO analysis.
CARTESIAN COORDINATES (ANGSTROEM)
C 0.27401 -0.31076 -0.65312  0.1330
C 0.16948 -1.74800 -0.19046  -0.6679
C 1.86329 0.02743 0.93883  -0.4610
C -2.42126 -0.35635 0.00107  -0.4762
N 1.35015 0.38625 -0.32480  -0.0309
N -1.30219 0.37774 0.40565  0.0224
N 1.76664 1.52790 -0.91676  -0.5969
N -1.54472 1.62432 0.57354  -0.3563
H -0.01157 -0.08209 -1.65436  0.2446
H -0.01004 -2.09091 0.81337  0.2727
H 1.11524 -2.11933 -0.46571  0.2749
H -0.71382 -2.10813 -0.58984  0.2427
H 2.31746 -0.88691 0.92993  0.2610
H 2.50796 0.80662 1.32623  0.2599
H 1.12278 -0.13382 1.73034  0.2556
H -3.25512 0.30815 -0.17532  0.2468
H -2.24724 -1.19585 -0.61349  0.2760
H -2.48610 -1.00746 1.01517  0.3383
H 2.70981 2.00514 -0.72356  0.4628
H 1.54511 1.78769 -1.92679  0.4433
H -2.19182 2.19396 -0.05900  0.4273
H -0.93188 2.17174 1.12559  0.4278

Atoms 1-3, force components in eV/Å:
C 2.71 -0.34 -0.63
C 0.10 1.65 0.67
C 0.51 2.37 2.46